# 1
{
  "formula": "C33H57N13O7PPdS",
  "method": "ωB97M-V with the def2-TZVPD basis set",
  "elements": ["Pd", "S", "P", "O", "O", "O", "O", "O", "O", "O", "N", "N", "N", "N", "N", "N", "N", "N", "N", "N", "N", "N", "N", "C", "C", "C", "C", "C", "C", "C", "C", "C", "C", "C", "C", "C", "C", "C", "C", "C", "C", "C", "C", "C", "C", "C", "C", "C", "C", "C", "C", "C", "C", "C", "C", "C", "H", "H", "H", "H", "H", "H", "H", "H", "H", "H", "H", "H", "H", "H", "H", "H", "H", "H", "H", "H", "H", "H", "H", "H", "H", "H", "H", "H", "H", "H", "H", "H", "H", "H", "H", "H", "H", "H", "H", "H", "H", "H", "H", "H", "H", "H", "H", "H", "H", "H", "H", "H", "H", "H", "H", "H", "H"],
  "xyz": [[-0.099662, 0.726041, -0.527784], [-0.579116, 3.797975, 0.464398], [-1.363648, 2.329947, -2.352516], [2.428797, 0.710882, 6.346697], [-2.023797, 1.791216, -1.069348], [-1.816014, 3.814669, -2.508731], [2.663392, -2.478348, -0.869584], [1.785438, -0.453608, -0.509961], [-1.837541, 1.499757, -3.603246], [0.147043, 2.164437, -2.262084], [1.513969, -0.590847, 4.706780], [-2.534246, 2.338359, 1.528745], [5.845884, -2.476170, -4.836202], [4.468552, -2.200837, -2.998991], [-1.370910, -0.907545, 0.413442], [1.754574, -1.339473, 6.971311], [-3.481420, -2.069153, -0.065257], [5.903987, -3.991839, -3.101996], [0.978151, 1.096703, 1.487963], [-4.938533, -3.716821, -0.620713], [-1.609798, 3.721580, 2.958990], [0.030337, -0.606042, -2.443084], [-2.687776, -4.204083, -0.604426], [-0.740529, 4.758306, 3.505370], [1.936694, -0.313887, 5.964232], [-0.829695, 4.249863, -4.738794], [-3.647683, -0.061028, -3.261010], [-1.617710, 3.263517, 1.720535], [-1.240856, 4.856874, -3.408916], [1.721866, 0.313398, 3.610652], [1.637934, -2.664074, 6.922289], [-4.160907, 2.342459, -3.757229], [-3.323786, 2.104170, 2.743623], [1.521027, -2.281735, -3.545610], [2.044060, 1.895774, 1.427124], [1.504785, -5.455640, 7.025931], [1.484340, -6.937188, 7.076006], [1.937805, -4.785975, 5.838421], [1.210468, -3.327722, 8.124768], [2.003373, -3.434990, 5.768310], [0.848944, -1.802340, -2.251265], [2.814540, 1.169673, 3.558466], [3.787151, -0.998355, -3.475440], [0.826363, 0.303398, 2.546600], [5.396732, -2.873976, -3.642010], [-3.680787, -3.315100, -0.420632], [2.976849, 1.959085, 2.437920], [-2.361261, 5.856122, -3.581481], [-3.097156, 0.904570, -5.507662], [-2.339470, -1.502643, 0.168710], [2.486442, -1.299231, -4.222479], [-0.055276, 5.469780, -2.685113], [-3.215857, 1.181417, -4.023224], [1.135807, -4.679565, 8.159178], [-2.694564, 3.103475, 3.741658], [1.839894, -1.574045, -1.115742], [-0.129263, 5.189647, 2.715106], [-0.086688, 4.340664, 4.272323], [-5.677401, -3.049338, -0.488874], [2.258956, -5.377133, 4.988879], [5.483936, -1.653072, -5.279596], [3.829416, 2.619672, 2.350394], [-2.708044, 1.968864, 0.593330], [1.992178, -0.340190, -4.406244], [0.858263, -1.342583, 4.566150], [-2.991793, -0.906128, -3.497395], [1.806176, -0.926321, 7.898284], [-0.061062, 3.484177, -4.612401], [-5.157237, 2.064966, -4.102567], [-1.991612, 6.729403, -4.121203], [2.507420, -7.319995, 6.973374], [5.622220, -4.281458, -2.182583], [-3.630163, 0.116602, -2.183741], [-0.421656, 5.039184, -5.370135], [4.460206, -0.421089, -4.109447], [0.918933, -7.342593, 6.231546], [0.360961, 6.280387, -3.284121], [0.733586, -2.510897, -4.268090], [-3.848178, 3.238144, -4.299695], [-4.375801, 2.307453, 2.563045], [2.028551, -3.223591, -3.331415], [-1.344557, 5.551267, 3.945242], [-3.221553, 1.071026, 3.071025], [-2.669626, 1.766455, -6.022732], [-3.189419, 5.426139, -4.147880], [6.644928, -4.501971, -3.548407], [-0.372444, 5.882439, -1.724084], [2.396586, -2.947231, 4.885810], [2.144926, 2.498260, 0.535930], [-2.280198, 2.614403, 4.621686], [-4.662068, -0.334921, -3.557455], [0.939402, -2.737035, 8.993453], [6.594349, -2.960690, -5.298634], [-2.863347, -5.144346, -0.913271], [1.066063, -7.315111, 8.005743], [-2.734871, 6.180500, -2.608440], [-1.686291, 3.809813, -5.253015], [-2.457573, 0.038238, -5.691948], [-0.034002, -0.360994, 2.529876], [-5.174722, -4.659729, -0.871820], [4.087221, -2.566053, -2.122770], [3.601605, -0.383210, -2.598358], [0.724311, 4.721492, -2.521144], [-3.394344, 3.867880, 4.073805], [-1.735216, -3.919898, -0.464235], [3.530316, 1.207311, 4.362190], [0.206038, -2.610463, -1.901220], [2.730029, -1.701982, -5.209106], [-0.884649, -0.783286, -2.832353], [0.475367, 0.111956, -2.998942], [-4.084107, 0.704549, -5.929813], [-4.221820, 2.586657, -2.693188], [0.800565, -5.177428, 9.061546]],
  "forces_ev_per_a": [[0.678, -1.772, -0.287], [-0.030, 0.249, -0.062], [0.291, 0.107, 0.053], [0.028, 0.027, -0.055], [0.056, 0.344, -0.079], [-0.053, 0.205, -0.131], [-0.258, 0.339, -0.261], [0.027, -0.347, -0.051], [-0.026, -0.070, -0.092], [-0.197, 0.346, 0.048], [0.022, 0.144, -0.307], [-0.311, -0.147, 0.115], [0.012, -0.059, 0.053], [-0.129, 0.115, 0.152], [0.179, 0.075, 0.136], [-0.188, 0.528, -0.159], [-0.270, 0.723, 0.258], [-0.080, 0.149, -0.031], [-0.131, 0.258, 0.224], [0.075, 0.066, 0.034], [0.092, 0.226, 0.224], [-0.434, 0.094, 0.418], [-0.033, -0.012, 0.003], [-0.138, -0.165, 0.008], [0.239, 0.130, 0.388], [-0.005, -0.098, 0.000], [0.004, -0.048, 0.078], [-0.032, -0.015, -0.081], [0.059, -0.139, 0.034], [-0.103, -0.154, 0.149], [0.148, -0.586, -0.014], [0.048, 0.104, 0.029], [0.154, 0.114, -0.018], [0.052, 0.005, -0.006], [-0.218, -0.029, -0.100], [0.011, 0.171, -0.014], [0.026, -0.051, -0.039], [-0.097, -0.382, 0.281], [0.176, 0.249, -0.254], [-0.172, 0.289, 0.211], [-0.150, 0.160, -0.249], [0.042, -0.177, 0.073], [-0.054, -0.111, 0.033], [-0.052, 0.068, 0.040], [0.166, -0.160, -0.132], [0.297, -0.362, -0.182], [0.184, 0.090, 0.089], [-0.139, 0.098, 0.020], [-0.002, -0.006, -0.131], [-0.213, -0.487, -0.134], [-0.048, -0.020, -0.018], [0.045, -0.084, 0.101], [-0.017, 0.029, 0.081], [0.061, -0.378, -0.221], [0.107, -0.045, -0.083], [0.693, 0.214, 0.420], [-0.014, -0.033, -0.035], [-0.020, -0.004, -0.022], [-0.039, 0.032, 0.014], [-0.037, -0.041, 0.065], [-0.006, 0.020, -0.028], [-0.040, -0.032, 0.008], [0.047, -0.012, -0.009], [0.026, -0.021, -0.061], [0.021, -0.032, -0.039], [-0.049, 0.052, -0.006], [-0.169, 0.152, -0.094], [-0.022, 0.053, 0.007], [0.011, 0.019, 0.004], [-0.036, -0.032, 0.008], [-0.068, 0.016, 0.004], [0.000, -0.007, 0.036], [-0.020, -0.004, -0.058], [-0.016, 0.000, -0.011], [-0.001, 0.056, 0.041], [0.032, 0.010, 0.038], [-0.009, -0.015, 0.015], [0.002, -0.020, 0.032], [-0.047, -0.127, 0.056], [-0.041, 0.032, -0.017], [0.027, 0.011, -0.010], [-0.015, -0.007, -0.018], [0.023, -0.016, -0.008], [-0.052, -0.050, 0.013], [0.046, 0.041, 0.043], [0.003, -0.006, -0.019], [0.023, 0.007, -0.078], [-0.025, 0.000, 0.080], [-0.009, 0.030, -0.059], [0.014, -0.028, 0.028], [0.043, -0.016, 0.022], [0.031, 0.026, -0.090], [0.020, -0.019, -0.008], [0.006, 0.010, 0.010], [0.006, 0.013, -0.030], [0.033, 0.010, -0.060], [0.057, 0.043, 0.026], [-0.026, 0.061, 0.010], [0.035, 0.039, -0.014], [0.008, -0.011, -0.013], [-0.074, -0.005, 0.041], [-0.003, 0.014, 0.088], [-0.055, 0.051, -0.012], [-0.035, 0.055, -0.015], [0.033, -0.007, 0.022], [0.039, 0.013, 0.052], [-0.166, -0.020, -0.031], [-0.041, -0.009, 0.004], [-0.018, -0.108, -0.195], [0.067, 0.091, -0.137], [0.067, -0.012, 0.020], [0.006, -0.050, -0.090], [0.035, -0.023, -0.080]],
  "e_tot_ev": -92437.39428,
  "multiplicity": 5,
  "s2": 6.030,
  "lumo_ev": [-6.38, -9.74],
  "total_charge": 3
}



# 2
{
  "formula": "C2H4Cl2N2O",
  "method": "ωB97M-V with the def2-TZVPD basis set",
  "elements": ["Cl", "Cl", "O", "N", "N", "C", "C", "H", "H", "H", "H"],
  "xyz": [[-2.080348, 0.447907, -1.400158], [1.462022, 0.698911, 2.134512], [-0.621727, 1.107102, 0.686631], [0.756955, 1.118295, 0.559812], [-0.113237, -0.924013, -0.116499], [1.024770, -0.092603, -0.421262], [-1.171503, -0.042345, 0.147774], [-0.308993, -1.645740, -0.796757], [1.028031, 0.351383, -1.423192], [1.967916, -0.563596, -0.171764], [-1.943885, -0.455301, 0.800902]],
  "forces_ev_per_a": [[-0.029, -0.043, 0.064], [-0.151, -0.125, -0.034], [-0.385, 0.179, 0.315], [1.256, -1.398, -1.505], [0.395, -0.116, 0.071], [-0.418, 1.654, 1.285], [-0.617, -0.416, -0.150], [-0.134, 0.090, 0.083], [-0.060, -0.044, 0.096], [0.045, 0.066, -0.004], [0.097, 0.154, -0.220]],
  "e_tot_ev": -32208.70544,
  "lumo_ev": 0.68
}



# 3
{
  "formula": "C4H13ClN2Si",
  "method": "ωB97M-V with the def2-TZVPD basis set",
  "elements": ["Cl", "Si", "N", "N", "C", "C", "C", "C", "H", "H", "H", "H", "H", "H", "H", "H", "H", "H", "H", "H", "H"],
  "xyz": [[-1.720741, -1.180442, 0.880137], [0.001427, -0.871694, -0.188072], [2.326331, -0.380574, 1.096626], [-2.139065, 1.619342, -0.091596], [0.757869, 1.467628, 1.458041], [1.195837, 0.145002, 0.907971], [-0.207742, -0.095383, -1.912058], [0.666687, -2.651522, -0.332005], [-1.067365, -0.503313, -2.432142], [-2.835197, 0.905810, 0.079508], [0.608531, -3.157779, 0.626874], [-2.312307, 1.996888, -1.018289], [-0.252754, 1.391298, 1.849553], [1.704470, -2.662149, -0.644646], [0.736981, 2.193265, 0.645328], [-2.305906, 2.373755, 0.565723], [-0.325445, 0.979921, -1.859302], [0.674164, -0.308656, -2.509084], [2.969190, 0.156119, 1.684872], [0.089722, -3.237483, -1.043797], [1.435308, 1.819967, 2.236365]],
  "forces_ev_per_a": [[-0.623, -0.247, 0.384], [1.148, -0.816, -0.774], [0.696, -0.778, -0.147], [-0.045, 0.495, -0.216], [0.086, 0.056, 0.079], [-0.659, 0.263, -0.111], [-0.002, -0.171, 0.716], [-0.155, 0.715, -0.055], [-0.201, -0.149, -0.064], [-0.016, 0.025, 0.008], [-0.017, 0.047, 0.187], [-0.065, 0.019, 0.069], [-0.076, 0.078, 0.056], [0.223, 0.076, -0.084], [-0.087, 0.110, -0.014], [-0.055, -0.015, -0.009], [-0.003, 0.144, 0.083], [0.205, -0.146, -0.031], [-0.258, 0.257, 0.030], [-0.159, 0.027, -0.129], [0.064, 0.007, 0.024]],
  "e_tot_ev": -27740.98945,
  "lumo_ev": 0.77
}



# 4
{
  "formula": "C20H42N",
  "method": "ωB97M-V with the def2-TZVPD basis set",
  "elements": ["N", "C", "C", "C", "C", "C", "C", "C", "C", "C", "C", "C", "C", "C", "C", "C", "C", "C", "C", "C", "C", "H", "H", "H", "H", "H", "H", "H", "H", "H", "H", "H", "H", "H", "H", "H", "H", "H", "H", "H", "H", "H", "H", "H", "H", "H", "H", "H", "H", "H", "H", "H", "H", "H", "H", "H", "H", "H", "H", "H", "H", "H", "H"],
  "xyz": [[-8.395885, 0.829141, 0.647872], [3.497659, 2.276442, 1.084103], [5.874195, 1.310409, 0.143161], [8.641935, -1.623042, -0.367242], [-3.845047, -2.671990, -0.108360], [4.268629, 1.605066, -0.209427], [-3.160938, 1.038826, -1.957451], [-6.773763, -0.981566, 1.533328], [-6.317031, -2.516207, 1.122541], [-3.039252, -0.579076, -1.724588], [-3.070610, 1.948908, -0.597242], [1.903914, 1.864408, 1.180954], [-4.232499, -1.230709, -0.790427], [-7.286451, -0.110233, 0.201472], [-4.712614, -2.812868, 1.293948], [6.249079, -0.304257, 0.069679], [-1.599500, 2.627268, -0.315248], [7.487530, -0.633517, -0.987244], [-0.356564, 1.532732, -0.357338], [1.025291, 2.437262, -0.095984], [8.073583, -2.893659, 0.498776], [6.138719, 1.659799, 1.242905], [3.689012, 3.440201, 1.018035], [8.727551, -3.836730, 0.185528], [6.524880, 1.967993, -0.583968], [-3.932631, -3.597537, -0.819362], [9.392174, -0.999770, 0.300182], [8.305896, -2.705847, 1.653586], [-2.703164, -2.613555, 0.223360], [-5.888346, -0.383568, 2.021803], [-1.612836, 3.039289, 0.803946], [-4.213224, 1.240788, -2.458909], [-0.256615, 0.995654, -1.415582], [0.697162, 3.539731, 0.214933], [-8.541792, 1.609557, -0.029747], [6.950219, -3.155906, 0.290969], [-2.341055, 1.395281, -2.747431], [7.961021, 0.389475, -1.315255], [4.015158, 1.875410, 2.076505], [-3.398007, 1.410123, 0.388407], [1.632580, 2.543654, -1.090897], [5.308108, -0.886227, -0.367765], [-6.754503, -2.827857, 0.062920], [-7.646846, -1.018779, 2.312004], [-6.404959, 0.569101, -0.185288], [-1.435685, 3.562193, -0.999977], [-4.203823, -2.213342, 2.185009], [-0.401235, 0.742465, 0.525591], [1.738471, 0.697577, 1.357185], [-1.947832, -0.911914, -1.374105], [-4.617282, -3.960581, 1.607521], [9.237133, -2.060328, -1.302902], [3.729235, 0.618039, -0.606203], [7.065486, -1.142055, -1.981418], [-3.827917, 2.861425, -0.735638], [-6.871751, -3.228860, 1.903129], [-4.446622, -0.475513, 0.077322], [-3.168892, -1.079207, -2.800437], [4.260842, 2.351335, -1.140114], [-7.612958, -0.803951, -0.688954], [-5.254182, -1.389952, -1.361141], [6.423775, -0.738458, 1.145270], [1.453076, 2.407510, 2.143702]],
  "forces_ev_per_a": [[0.996, -1.195, -0.315], [0.120, -0.781, 0.014], [-0.261, -0.258, 0.288], [0.072, 0.055, -0.689], [0.794, 1.232, 1.132], [0.406, 0.277, -0.319], [-0.331, -0.117, -0.028], [-0.161, 0.163, -1.218], [-0.444, -0.158, 1.410], [-0.278, -0.812, -1.177], [-0.076, 1.280, -0.076], [-0.139, 0.990, 0.139], [0.275, -0.089, 0.305], [-0.798, 2.091, 0.848], [0.054, -1.778, -0.510], [-0.561, -0.168, -1.038], [-0.443, -0.955, 0.978], [-0.043, -0.131, 0.142], [0.866, 1.411, -0.098], [-0.412, 0.109, 0.504], [1.138, -0.346, 0.081], [-0.723, -0.514, -2.277], [-0.699, -2.313, 0.307], [-1.497, 1.908, 0.766], [-1.118, -1.554, 1.372], [-0.165, 1.812, 1.302], [-1.530, -1.292, -1.402], [-0.914, -0.489, -2.519], [-2.223, -0.198, -0.762], [-1.566, -1.261, -0.849], [0.020, -0.769, -2.362], [2.126, -0.457, 1.064], [-0.400, 1.049, 2.423], [0.689, -2.329, -0.772], [0.597, -0.862, 0.262], [2.188, 0.683, 0.527], [-1.656, -0.741, 1.758], [-0.751, -2.034, 0.634], [-0.990, 0.891, -2.098], [0.532, 0.694, -2.090], [-0.924, -0.387, 1.963], [1.891, 1.297, 1.097], [1.206, 0.788, 2.100], [1.516, 0.177, -1.671], [-0.960, -1.551, 0.436], [-0.029, -1.977, 1.022], [-1.249, -0.940, -2.079], [-0.317, 1.600, -2.012], [0.628, 2.478, -0.621], [-2.403, 0.861, -0.418], [-0.106, 2.319, -0.548], [-1.103, 1.049, 2.099], [1.175, 2.054, 1.130], [0.780, 1.112, 2.255], [1.556, -2.017, 0.391], [1.226, 1.352, -1.661], [0.300, -1.552, -1.599], [0.417, 1.069, 2.128], [-0.156, -1.523, 2.101], [0.776, 0.462, 1.363], [2.177, 0.677, 0.972], [-0.077, 0.900, -2.129], [0.983, -1.288, -1.975]],
  "e_tot_ev": -22901.07762,
  "lumo_ev": 2.16,
  "total_charge": -1
}